--- one ---
The following is a DFT calculation (wB97M-V/def2-TZVPD) of 3 unconnected molecules or ions with the total composition C2H6N4O2.

Output
HOMO   -0.3714 Eh
SMILES   [H]/N=N/C=O.N=C=O.N
Kohn-Sham gap   9.1978 eV

Positions of all 14 atoms, in Å:
H  -2.962  1.807  3.250
N  -2.500  0.910  3.495
N  -1.475  0.864  2.843
C  -0.406  0.303  2.421
O  -0.236  -0.243  1.328
H  0.570  0.634  3.012
N  -2.012  1.024  -0.455
C  -2.680  1.762  0.224
O  -3.155  2.511  0.950
H  -1.160  0.428  -0.195
N  3.859  -2.491  -4.544
H  4.518  -3.271  -4.470
H  3.328  -2.560  -3.674
H  4.312  -1.677  -4.185

These are the natural (NBO) partial charges, in e, on atoms 1 to 2:
1. H 0.348
2. N -0.179

--- two ---
The following is a DFT calculation (wB97M-V/def2-TZVPD) of C2H6N4O2 in the gas phase.

Output
HOMO   -0.3407 Eh
SMILES   [H]/N=C/N(O)C(=O)NN
Kohn-Sham gap   9.7723 eV

Positions of all 14 atoms, in Å:
H  2.449  -1.890  -1.154
N  2.142  -1.091  -0.451
C  0.870  -0.945  -0.293
N  0.463  0.195  0.491
O  1.389  1.147  0.830
C  -0.649  0.750  -0.201
O  -0.677  1.837  -0.675
N  -1.594  -0.213  -0.255
N  -1.933  -1.288  0.572
H  0.114  -1.515  -0.990
H  2.282  0.550  0.627
H  -2.364  0.051  -0.819
H  -1.425  -1.996  0.051
H  -1.617  -1.119  1.497

These are the natural (NBO) partial charges, in e, on atoms 1 to 2:
1. H 0.381
2. N -0.730

Among the structures above, stability is smallest for two.